Record 1
C42H52N8O6S2Ti as an isolated structure. Source: the OMol25 dataset; level of theory: ωB97M-V/def2-TZVPD.

The geometry in XYZ format:
```
111
Properties=species:S:1:pos:R:3:forces:R:3:mulliken_spin:R:1
Ti 0.5881 0.4795 0.4570 -0.3 2.3 2.8 0.78
C 4.8865 -0.6616 1.6718 0.2 0.0 0.1 0.00
O 3.9765 0.1967 1.0135 0.0 0.0 -0.1 0.01
C 4.6101 1.2337 0.2889 -0.3 0.3 -0.2 0.00
C 3.5917 1.7738 -0.7189 0.5 -0.4 0.1 0.02
O 2.3994 2.1640 -0.0495 0.1 -0.2 0.0 0.01
C 2.4128 3.5517 0.2804 -0.4 0.4 0.5 0.01
C 1.4604 3.7835 1.4565 -0.1 0.0 -0.4 0.00
O 1.6394 2.7987 2.4551 0.0 0.1 0.1 0.01
C 2.7687 3.0291 3.2834 -0.1 0.0 0.1 0.00
H 4.2904 -1.3862 2.2203 0.1 0.0 0.0 0.00
H 5.5276 -0.1177 2.3756 -0.1 0.0 -0.1 0.00
H 5.5223 -1.1862 0.9515 0.0 0.0 0.0 0.00
H 5.4962 0.8596 -0.2390 -0.1 0.0 0.0 0.00
H 4.9307 2.0298 0.9767 0.0 -0.1 0.0 0.00
H 3.3178 0.9795 -1.4170 0.1 0.2 0.0 -0.01
H 4.0111 2.6165 -1.2808 -0.1 -0.2 0.0 0.00
H 2.0757 4.1488 -0.5809 0.1 -0.1 0.2 0.00
H 3.4275 3.8679 0.5565 -0.1 -0.2 -0.2 0.00
H 0.4310 3.6604 1.1089 0.2 0.2 0.1 0.00
H 1.6005 4.7971 1.8587 0.0 -0.1 -0.1 0.00
H 2.5435 3.7777 4.0522 0.0 -0.1 -0.1 0.00
H 3.6351 3.3658 2.7148 0.1 0.0 -0.1 0.00
H 3.0173 2.0821 3.7566 0.1 0.0 0.1 0.00
C -4.7815 0.4465 4.6999 0.0 0.0 0.0 0.00
C -5.3812 0.6546 3.3439 0.2 0.0 0.0 0.00
C -6.7318 0.9272 3.1777 0.0 0.0 -0.2 0.00
C -7.2746 1.0878 1.9146 0.0 0.0 0.0 0.00
C -6.4694 0.9780 0.7946 0.0 0.1 -0.1 0.00
C -5.1212 0.7077 0.9377 0.1 -0.1 0.1 0.00
C -4.5778 0.5467 2.2070 -0.4 0.2 -0.1 0.00
N -3.2113 0.1964 2.3775 0.4 -0.3 -0.1 0.00
C -2.1942 0.5810 1.5436 -0.6 0.3 0.3 0.02
N -2.2513 1.8831 1.1725 -0.3 0.1 0.0 -0.01
C -1.6686 2.4849 0.0293 0.3 -0.2 -0.3 0.03
C -0.4484 1.9978 -0.4525 -0.8 0.7 -0.2 -0.04
C 0.0313 2.5982 -1.6289 -0.1 0.2 -0.2 0.01
C -0.6435 3.6326 -2.2565 0.2 -0.2 0.0 0.00
C -1.8252 4.1123 -1.7142 0.1 -0.1 0.2 0.00
C -2.3637 3.5522 -0.5668 0.0 -0.1 0.1 0.00
C -3.6588 4.0802 -0.0156 0.0 0.0 -0.1 0.00
N -1.2225 -0.2388 1.1970 -0.2 0.0 -0.2 0.00
C -1.4675 -1.6178 1.5228 -0.5 -0.6 0.3 0.06
C -1.2826 -2.0909 2.8236 0.1 0.2 -0.3 -0.02
C -1.6450 -3.3810 3.1744 0.0 -0.1 0.1 0.00
C -2.1952 -4.2276 2.2308 0.0 0.1 -0.1 0.00
C -2.3828 -3.7670 0.9409 0.0 0.1 0.0 0.00
C -2.0472 -2.4704 0.5731 0.1 0.3 0.1 -0.04
C -2.3629 -1.9624 -0.7958 0.1 0.0 0.1 0.03
H -5.4831 0.7336 5.4779 0.0 0.0 0.1 0.00
H -3.8693 1.0319 4.8094 0.1 0.0 0.1 0.00
H -4.5248 -0.6049 4.8425 0.0 -0.1 0.1 0.00
H -7.3684 1.0221 4.0437 0.0 0.0 0.1 0.00
H -8.3240 1.2971 1.7947 -0.2 0.0 0.0 0.00
H -6.8882 1.0932 -0.1923 -0.1 0.0 -0.1 0.00
H -4.4886 0.5911 0.0680 0.0 0.0 -0.1 0.00
H -3.0606 -0.6664 2.8866 0.1 0.1 -0.2 0.00
H -3.0618 2.3759 1.5320 0.1 -0.2 0.0 0.00
H 0.9518 2.2469 -2.0876 -0.1 0.1 0.1 0.00
H -0.2510 4.0597 -3.1679 0.0 0.0 -0.1 0.00
H -2.3428 4.9274 -2.1982 -0.1 0.1 0.0 0.00
H -4.0114 4.8864 -0.6518 -0.1 0.1 0.0 0.00
H -3.5405 4.4800 0.9917 0.0 0.1 0.1 0.00
H -4.4392 3.3196 0.0140 0.0 -0.1 0.0 0.00
H -0.8797 -1.4239 3.5731 0.0 0.1 0.1 0.00
H -1.5253 -3.7254 4.1899 0.1 0.0 0.1 0.00
H -2.4895 -5.2302 2.5003 0.0 -0.1 0.0 0.00
H -2.8266 -4.4173 0.2023 -0.1 -0.1 -0.1 0.00
H -2.7116 -2.7647 -1.4405 0.0 0.0 -0.1 0.00
H -1.4828 -1.4927 -1.2358 -0.2 -0.1 -0.1 -0.01
H -3.1551 -1.2151 -0.7276 0.0 0.1 -0.2 0.00
N 1.4907 -0.6826 4.4513 -0.2 0.4 -0.3 0.00
C 1.9251 -1.7712 3.7563 0.1 -0.3 -0.5 0.00
C 1.7808 -1.4594 2.4351 0.3 -0.5 0.6 0.03
N 1.2834 -0.1895 2.3226 0.1 -0.1 0.9 -0.01
C 1.0966 0.2424 3.5533 0.0 0.3 0.5 0.01
H 1.4706 -0.5917 5.4548 0.0 0.1 -0.1 0.00
H 2.2838 -2.6533 4.2437 0.1 -0.2 0.1 0.00
H 1.9876 -2.0826 1.5834 0.0 -0.1 0.0 0.00
H 0.6975 1.2025 3.8255 0.0 0.1 0.0 0.00
O 1.1582 -1.2581 -8.9783 -0.1 0.1 -0.2 0.00
S 1.4472 0.0352 -8.3894 0.9 -0.3 0.7 0.00
O 0.3697 0.6267 -7.6237 -0.1 0.0 0.0 0.00
O 2.2439 0.9582 -9.1608 -0.1 0.0 -0.3 0.00
C 2.6402 -0.5356 -7.0717 -1.7 0.9 -1.9 0.00
N 3.8450 -0.9169 -7.4239 1.4 -0.5 0.2 0.01
C 4.5937 -1.4354 -6.4583 -0.1 0.1 -0.5 0.00
C 4.1386 -1.5827 -5.1588 -0.6 0.0 0.7 0.01
C 2.8439 -1.1228 -4.8898 1.0 -0.1 -1.9 0.00
N 2.1157 -0.5906 -5.8871 -0.1 -0.5 2.3 0.01
C 2.2038 -1.0845 -3.5969 -0.8 0.5 1.4 0.00
C 2.8117 -1.4015 -2.3707 -0.2 -0.2 -0.5 -0.01
C 2.1820 -1.0905 -1.1920 -0.3 0.1 0.1 0.09
N 0.9792 -0.4514 -1.1217 1.1 -2.3 -3.9 0.00
C 0.3269 -0.2810 -2.3179 -0.1 0.1 0.4 0.04
C 0.8893 -0.5746 -3.5245 0.5 -0.3 -0.1 -0.01
H 5.5908 -1.7469 -6.7377 0.1 -0.1 0.0 0.00
H 4.7606 -2.0419 -4.4075 0.1 0.0 0.1 0.00
H 3.7788 -1.8754 -2.3482 0.2 0.0 0.1 0.00
H 2.6669 -1.3019 -0.2468 0.0 0.2 -0.1 -0.03
H -0.6617 0.1660 -2.2737 0.2 -0.1 0.1 -0.01
H 0.3764 -0.3880 -4.4547 -0.2 0.1 -0.1 0.00
C 0.7580 -5.3280 0.6308 0.0 0.4 -0.3 0.00
S 0.9159 -3.7243 -0.1997 0.1 -0.4 0.0 0.00
C 0.4680 -4.2439 -1.8759 0.2 0.0 0.4 0.00
H -0.2650 -5.6820 0.5505 -0.1 -0.1 0.0 0.00
H 1.0087 -5.1764 1.6742 0.0 -0.1 0.2 0.00
H 1.4397 -6.0380 0.1746 0.1 -0.1 0.0 0.00
H 1.2139 -4.9453 -2.2451 -0.1 0.0 -0.1 0.00
H 0.4466 -3.3544 -2.4962 0.0 0.0 -0.2 0.00
H -0.5137 -4.7084 -1.8527 -0.1 0.0 -0.1 0.00
```
Forces are in eV/Å.

As for the spin multiplicity: 2. Its total charge is +1. The energy above the lowest of the compared OMol25 structures with the same formula, charge and spin is 125.2 kJ/mol. For the HOMO-LUMO gap (spin up / spin down), the calculation gives 5.0 / 4.9 eV.

Record 2
CH5NOS in the gas phase. Source: the OMol25 dataset; level of theory: ωB97M-V/def2-TZVPD.

The geometry in XYZ format:
```
9
Properties=species:S:1:pos:R:3:forces:R:3:nbo_charge:R:1
C 0.3503 -0.3522 -1.0739 -0.2 -1.3 -0.7 -0.86
N -0.0802 -0.6372 1.5122 1.0 0.1 0.2 -1.16
O -1.3382 1.1092 0.1891 0.8 0.2 0.0 -0.98
S -0.0510 0.4640 0.4735 -2.6 0.9 0.2 1.80
H -0.5796 -0.9692 -1.2125 0.4 1.0 0.2 0.27
H 0.4022 0.3931 -1.9356 0.3 -1.1 1.4 0.26
H 1.0753 -1.2181 -1.0150 0.0 1.7 0.0 0.26
H -0.5216 -0.4779 2.4361 0.5 0.4 -1.1 0.41
H 0.7428 1.6882 0.6262 -0.2 -1.9 -0.2 0.01
```
Forces are in eV/Å.

Its total charge is 0. The energy above the lowest of the compared OMol25 structures with the same formula, charge and spin is 295.0 kJ/mol. For the HOMO-LUMO gap, the calculation gives 10.5 eV. The SMILES is C[S@H](=N)=O.

Quick rundown of E_tot, same order as above: -4166.7385; -569.1758 a.u.